{"formula": "C22H25AlN9", "method": "ωB97M-V/def2-TZVPD", "total_charge": 3, "relative_energy_kcal_mol": 10.7, "gap_ha": 0.2228, "e_tot_ha": -1587.79579, "homo_ha": -0.60624, "multiplicity": 1, "species": ["Al", "N", "C", "C", "N", "C", "C", "N", "H", "H", "H", "H", "H", "H", "H", "H", "H", "H", "H", "H", "H", "C", "C", "N", "C", "C", "N", "C", "C", "C", "C", "C", "N", "C", "C", "N", "C", "C", "N", "C", "C", "C", "N", "C", "C", "H", "H", "H", "H", "H", "H", "H", "H", "H", "H", "H", "H"], "xyz": [[-1.4895, 0.1373, -0.3881], [-1.5400, 0.5453, 1.6085], [-2.6970, 0.0037, 2.3838], [-2.9061, -1.4269, 1.9238], [-2.9156, -1.4936, 0.4375], [-4.2597, -1.3144, -0.1598], [-4.5298, 0.1565, -0.3715], [-3.3203, 0.7563, -1.0280], [-1.4204, 1.5381, 1.8146], [-0.6937, 0.1171, 1.9874], [-2.4862, 0.0418, 3.4515], [-3.5574, 0.6414, 2.2023], [-2.0817, -2.0492, 2.2779], [-3.8232, -1.8361, 2.3501], [-2.6015, -2.4227, 0.1793], [-4.2746, -1.8350, -1.1191], [-5.0388, -1.7652, 0.4569], [-5.4099, 0.3176, -0.9917], [-4.6919, 0.6868, 0.5624], [-3.3979, 0.5689, -2.0313], [-3.3950, 1.7681, -0.9657], [-0.9926, 4.4793, -1.5899], [-1.5045, 3.1827, -1.5813], [-0.8694, 2.1820, -0.9676], [0.3212, 2.4879, -0.3971], [0.7815, 3.7946, -0.3633], [0.1226, 4.7881, -0.9505], [1.1334, 1.3102, 0.0039], [2.4639, 1.2995, 0.3617], [3.1455, 0.0726, 0.4462], [2.4581, -1.0910, 0.0409], [1.1306, -0.9943, -0.3001], [0.4712, 0.1695, -0.2099], [0.3104, -2.0004, -1.0268], [0.7344, -3.2749, -1.3776], [0.0280, -4.0467, -2.1935], [-1.1055, -3.5583, -2.6786], [-1.5821, -2.3089, -2.2970], [-0.8799, -1.5350, -1.4637], [4.5530, 0.0063, 0.8528], [5.0188, -1.1050, 1.5569], [6.3503, -1.1293, 1.9419], [7.2168, -0.1617, 1.6539], [6.7663, 0.8879, 0.9704], [5.4503, 1.0300, 0.5575], [-1.5098, 5.2694, -2.1209], [-2.4286, 2.9776, -2.1054], [1.7067, 4.0498, 0.1390], [2.9962, 2.2196, 0.5584], [2.9996, -2.0209, -0.0594], [1.6664, -3.6773, -0.9995], [-1.6581, -4.1700, -3.3815], [-2.5273, -1.9390, -2.6719], [4.3632, -1.9173, 1.8426], [6.7388, -1.9676, 2.5082], [7.4966, 1.6539, 0.7384], [5.1643, 1.9007, -0.0179]], "nbo_charge": [1.969, -0.929, -0.236, -0.249, -0.685, -0.248, -0.235, -0.934, 0.434, 0.424, 0.258, 0.217, 0.231, 0.250, 0.414, 0.223, 0.254, 0.259, 0.222, 0.428, 0.428, 0.051, 0.027, -0.536, 0.123, 0.058, -0.264, 0.184, -0.153, 0.123, -0.216, 0.261, -0.686, 0.126, 0.059, -0.263, 0.044, 0.025, -0.571, -0.102, -0.223, 0.064, -0.325, 0.066, -0.220, 0.257, 0.211, 0.240, 0.256, 0.265, 0.243, 0.258, 0.222, 0.221, 0.227, 0.229, 0.223]}

{"formula": "C22H25Br2NO3", "method": "ωB97M-V/def2-TZVPD", "gap_ha": 0.3375, "e_tot_ha": -6281.70950, "homo_ha": -0.33422, "multiplicity": 1, "species": ["C", "C", "C", "C", "O", "C", "O", "O", "C", "C", "N", "C", "Br", "C", "C", "Br", "H", "H", "H", "H", "H", "H", "H", "H", "H", "H", "H", "H", "H", "C", "C", "C", "C", "C", "C", "H", "H", "H", "H", "H", "H", "C", "C", "C", "C", "C", "C", "H", "H", "H", "H", "H", "H"], "xyz": [[0.8581, 1.2710, 3.6028], [0.3628, 1.3823, 2.3514], [0.9945, 2.1379, 1.1577], [1.0627, 3.6940, 1.4311], [-0.0540, 2.0868, 0.1471], [0.5551, 2.3749, -1.0675], [0.0834, 2.8984, -1.9777], [1.8479, 1.9357, -0.9373], [2.2199, 1.5060, 0.3918], [2.2942, -0.0554, 0.2943], [1.0091, -0.7482, 0.2235], [3.6067, 1.9783, 0.9091], [3.8632, 2.5691, 2.7550], [4.7033, 1.9810, 0.1399], [4.7079, 1.5125, -1.3262], [6.4075, 2.5911, 0.8316], [0.1474, 1.4269, 4.4388], [1.8799, 0.9809, 3.8762], [-0.5785, 0.8449, 2.1347], [1.4378, 3.8389, 2.4602], [1.7648, 4.1388, 0.6956], [0.0331, 4.0698, 1.3270], [2.8980, -0.4942, 1.1157], [2.8433, -0.3177, -0.6343], [0.3309, -0.2742, -0.3628], [0.6382, -0.9930, 1.1344], [4.0032, 2.1555, -1.8836], [5.7140, 1.7031, -1.7524], [4.5122, 0.4368, -1.4601], [-0.1515, -3.6070, -0.7546], [0.2085, -4.9291, -0.5211], [-0.5605, -5.9625, -1.0412], [-1.6857, -5.6745, -1.8036], [-2.0444, -4.3537, -2.0405], [-1.2803, -3.3204, -1.5129], [0.4462, -2.7999, -0.3464], [1.0899, -5.1540, 0.0681], [-0.2828, -6.9929, -0.8534], [-2.2830, -6.4802, -2.2133], [-2.9212, -4.1294, -2.6365], [-1.5643, -2.2897, -1.6940], [-5.1683, -0.0060, 0.0523], [-3.8899, -0.2689, 0.5267], [-2.8134, 0.4890, 0.0825], [-3.0171, 1.5174, -0.8300], [-4.2967, 1.7815, -1.3012], [-5.3715, 1.0178, -0.8637], [-6.0068, -0.5995, 0.3965], [-3.7319, -1.0666, 1.2432], [-1.8165, 0.2797, 0.4476], [-2.1808, 2.1117, -1.1732], [-4.4562, 2.5839, -2.0115], [-6.3683, 1.2214, -1.2360]], "nbo_charge": [-0.393, -0.214, 0.223, -0.640, -0.551, 0.996, -0.533, -0.543, 0.186, -0.238, -0.845, -0.124, 0.079, -0.050, -0.676, 0.073, 0.209, 0.214, 0.230, 0.238, 0.223, 0.243, 0.214, 0.213, 0.373, 0.376, 0.258, 0.240, 0.233, -0.167, -0.239, -0.215, -0.218, -0.218, -0.228, 0.226, 0.207, 0.210, 0.211, 0.212, 0.209, -0.220, -0.204, -0.247, -0.149, -0.234, -0.211, 0.212, 0.211, 0.200, 0.214, 0.213, 0.212]}

{"formula": "C22H25F3N2O7S", "method": "ωB97M-V/def2-TZVPD", "relative_energy_kcal_mol": 2.4, "gap_ha": 0.3238, "e_tot_ha": -2187.25877, "homo_ha": -0.31679, "multiplicity": 1, "smiles": "COCCN1CCC(C(=O)NO)(S(=O)(=O)c2ccc(Oc3ccc(OC(F)(F)F)cc3)cc2)CC1", "species": ["C", "O", "C", "C", "N", "C", "C", "C", "C", "O", "N", "O", "S", "O", "O", "C", "C", "C", "C", "O", "C", "C", "C", "C", "O", "C", "F", "F", "F", "C", "C", "C", "C", "C", "C", "H", "H", "H", "H", "H", "H", "H", "H", "H", "H", "H", "H", "H", "H", "H", "H", "H", "H", "H", "H", "H", "H", "H", "H", "H"], "xyz": [[-1.2287, -2.2138, 0.0095], [-0.1794, -3.1391, -0.0813], [0.5097, -3.3740, 1.1280], [1.4975, -2.2703, 1.5292], [2.7757, -2.4178, 0.8578], [3.8072, -1.5497, 1.3796], [3.6052, -0.0698, 0.9981], [3.5166, 0.0600, -0.5144], [4.8637, -0.0676, -1.2014], [5.1395, -0.9177, -2.0305], [5.7866, 0.8175, -0.7765], [7.0031, 0.8205, -1.4616], [2.9725, 1.7887, -0.9085], [3.8284, 2.6840, -0.1606], [2.9305, 1.9495, -2.3337], [1.2970, 1.9768, -0.2738], [1.0967, 2.4087, 1.0260], [-0.1903, 2.5681, 1.4993], [-1.2805, 2.3059, 0.6661], [-2.5075, 2.5695, 1.1927], [-3.6553, 2.0406, 0.6624], [-3.7601, 0.7196, 0.2471], [-4.9689, 0.2212, -0.2109], [-6.0753, 1.0514, -0.2428], [-7.3481, 0.6594, -0.6884], [-7.5573, -0.5668, -1.1223], [-7.3298, -1.5240, -0.2045], [-8.8270, -0.6819, -1.4895], [-6.8111, -0.9100, -2.1881], [-5.9861, 2.3692, 0.1875], [-4.7804, 2.8623, 0.6380], [-1.0673, 1.8923, -0.6484], [0.2252, 1.7283, -1.1122], [2.4985, -0.8990, -1.1060], [2.7312, -2.3298, -0.5881], [-1.9572, -2.5154, 0.7738], [-1.7099, -2.2013, -0.9670], [-0.8701, -1.2022, 0.2446], [-0.2168, -3.5188, 1.9405], [1.0622, -4.3035, 0.9758], [1.6885, -2.3640, 2.6018], [1.0234, -1.2885, 1.3606], [3.8393, -1.6487, 2.4670], [4.7623, -1.8950, 0.9745], [4.4235, 0.5352, 1.3876], [2.6746, 0.2934, 1.4406], [5.5342, 1.7304, -0.4092], [6.9047, 0.0968, -2.1160], [1.9507, 2.6429, 1.6415], [-0.3783, 2.9136, 2.5032], [-2.9034, 0.0655, 0.2901], [-5.0175, -0.8085, -0.5259], [-6.8674, 2.9877, 0.1577], [-4.6919, 3.8811, 0.9787], [-1.9045, 1.7291, -1.3098], [0.4172, 1.4368, -2.1326], [1.4934, -0.5700, -0.8344], [2.5821, -0.8892, -2.1927], [1.9400, -2.9794, -0.9591], [3.6889, -2.6903, -0.9692]], "nbo_charge": [-0.255, -0.542, -0.076, -0.251, -0.445, -0.203, -0.446, -0.321, 0.621, -0.630, -0.327, -0.541, 2.175, -0.971, -0.931, -0.362, -0.158, -0.260, 0.320, -0.471, 0.261, -0.202, -0.276, 0.270, -0.489, 1.169, -0.329, -0.303, -0.329, -0.230, -0.216, -0.256, -0.168, -0.445, -0.234, 0.167, 0.197, 0.158, 0.169, 0.205, 0.206, 0.162, 0.205, 0.203, 0.239, 0.214, 0.428, 0.492, 0.245, 0.236, 0.218, 0.242, 0.237, 0.233, 0.232, 0.249, 0.212, 0.253, 0.229, 0.218]}

{"formula": "C22H25F5NO2PdTe", "method": "ωB97M-V/def2-TZVPD", "total_charge": 1, "s_squared": 6.02, "gap_ha": [0.3233, 0.1977], "e_tot_ha": -1953.36215, "homo_ha": [-0.45535, -0.45555], "multiplicity": 5, "species": ["C", "C", "C", "H", "C", "C", "H", "C", "C", "C", "H", "C", "C", "H", "H", "H", "H", "H", "H", "Pd", "C", "C", "C", "H", "H", "H", "H", "H", "H", "C", "C", "H", "H", "O", "N", "C", "H", "C", "C", "H", "C", "H", "C", "H", "C", "H", "C", "H", "H", "H", "F", "Te", "F", "F", "F", "F", "O"], "xyz": [[-0.5257, -0.6717, 3.0421], [-1.3924, -1.0262, 1.9821], [-0.6184, -1.3956, 0.8495], [-2.4846, -1.0884, 2.0573], [0.7782, -1.2752, 1.2084], [0.8186, -0.8064, 2.5856], [1.6302, -1.6351, 0.6503], [-0.9404, 2.9474, 1.9983], [-1.9824, 2.0000, 2.0361], [-2.1575, 1.4320, 0.7479], [-2.5755, 1.7463, 2.9200], [-1.1483, 1.9741, -0.1067], [-0.3682, 2.9341, 0.6830], [-0.9900, -1.8164, -0.0810], [1.7136, -0.7501, 3.1788], [-0.8273, -0.3816, 4.0405], [0.3672, 3.6207, 0.2496], [-2.9427, 0.7491, 0.4104], [-0.6339, 3.6154, 2.7842], [0.5138, 0.8703, 0.9402], [-0.8970, 1.6856, -1.5582], [-0.6811, 3.0387, -2.2651], [-2.0584, 0.9233, -2.1941], [-1.5768, 3.6640, -2.1410], [-0.4969, 2.8796, -3.3264], [0.1785, 3.5749, -1.8525], [-2.9927, 1.4839, -2.0655], [-2.1719, -0.0719, -1.7491], [-1.8621, 0.8041, -3.2646], [0.3589, 0.7525, -1.5335], [1.0270, 0.5963, -2.8818], [0.0711, -0.2398, -1.1150], [1.1555, 1.2053, -0.8631], [1.0212, 1.5065, -3.7024], [1.6706, -0.5805, -3.1876], [2.1431, -1.5912, -2.2492], [2.1426, -0.5259, -4.0887], [1.1252, -2.6960, -2.0663], [1.4181, -3.7426, -1.1878], [2.3980, -3.7417, -0.6860], [0.4841, -4.7443, -0.9462], [0.7238, -5.5472, -0.2359], [-0.7503, -4.7261, -1.6108], [-1.4809, -5.5147, -1.4254], [-1.0357, -3.7094, -2.5305], [-1.9788, -3.6885, -3.0713], [-0.0893, -2.6980, -2.7725], [-0.2873, -1.9227, -3.5042], [2.3646, -1.1256, -1.2704], [3.0876, -2.0248, -2.6218], [-0.3000, 1.8151, 4.5632], [1.5581, 2.2265, 4.4448], [1.9102, 0.4728, 5.1103], [3.4006, 2.6869, 4.6463], [1.1021, 4.0492, 4.0915], [1.3766, 2.7059, 6.2695], [1.7072, 1.7770, 2.6648]], "nbo_charge": [-0.079, -0.167, -0.210, 0.252, -0.295, -0.178, 0.268, -0.114, -0.082, -0.173, 0.250, 0.032, -0.255, 0.269, 0.291, 0.265, 0.284, 0.259, 0.284, 0.823, -0.088, -0.607, -0.616, 0.218, 0.276, 0.210, 0.230, 0.202, 0.248, -0.525, 0.681, 0.260, 0.210, -0.590, -0.618, -0.250, 0.427, 0.028, -0.266, 0.218, -0.186, 0.231, -0.218, 0.232, -0.204, 0.228, -0.267, 0.231, 0.187, 0.243, -0.645, 3.379, -0.621, -0.586, -0.615, -0.575, -1.188]}

Question: multiplicity of number 4 (C22H25F5NO2PdTe)?
Answer: 5